[1]
{"formula": "C31H43N9O4S", "method": "wB97M-V/def2-TZVPD", "symbols": ["C", "S", "O", "O", "C", "C", "C", "O", "O", "C", "C", "C", "C", "C", "C", "C", "C", "C", "H", "H", "H", "H", "H", "H", "H", "H", "H", "H", "H", "H", "H", "H", "H", "H", "C", "C", "N", "H", "H", "H", "C", "C", "N", "H", "H", "H", "C", "C", "N", "H", "H", "H", "C", "C", "N", "H", "H", "H", "C", "C", "N", "H", "H", "H", "C", "C", "N", "H", "H", "H", "C", "C", "N", "H", "H", "H", "C", "C", "N", "H", "H", "H", "C", "C", "N", "H", "H", "H"], "xyz": [[2.44, 2.11, 0.82], [0.97, 2.00, 1.82], [0.22, 3.22, 1.63], [1.38, 1.90, 3.20], [-0.04, 0.60, 1.38], [-0.37, 0.31, -0.10], [-0.91, -1.14, 0.10], [-1.40, -1.89, -0.71], [-0.82, -1.54, 1.43], [0.19, -0.75, 2.06], [1.58, -1.38, 2.09], [2.32, -1.50, 0.73], [3.82, -1.31, 0.95], [4.58, -0.56, 0.09], [5.91, -0.34, 0.29], [6.53, -0.90, 1.38], [5.81, -1.67, 2.25], [4.47, -1.87, 2.02], [2.21, 2.13, -0.25], [2.90, 3.07, 1.07], [3.14, 1.34, 1.12], [-1.01, 0.92, 1.79], [-1.25, 0.86, -0.45], [0.49, 0.36, -0.77], [-0.02, -0.54, 3.11], [1.43, -2.40, 2.45], [2.17, -0.87, 2.86], [2.21, -2.50, 0.30], [2.04, -0.74, 0.00], [4.05, -0.14, -0.76], [6.44, 0.27, -0.43], [7.58, -0.69, 1.53], [6.25, -2.12, 3.13], [3.92, -2.50, 2.72], [5.72, -0.73, 6.37], [5.19, -1.94, 5.78], [4.77, -2.90, 5.31], [4.93, -0.04, 6.64], [6.29, -0.95, 7.28], [6.39, -0.21, 5.68], [5.04, -4.84, 8.45], [5.65, -3.59, 8.86], [6.14, -2.60, 9.17], [5.78, -5.55, 8.08], [4.51, -5.32, 9.27], [4.32, -4.68, 7.64], [-0.96, 5.85, -0.07], [-0.16, 6.47, -1.11], [0.47, 6.96, -1.94], [-1.15, 6.55, 0.75], [-1.93, 5.53, -0.45], [-0.47, 4.98, 0.35], [-3.42, 2.51, -2.68], [-2.22, 2.75, -1.89], [-1.25, 2.90, -1.29], [-4.06, 1.76, -2.22], [-4.02, 3.41, -2.79], [-3.17, 2.16, -3.68], [-5.72, -1.65, -1.65], [-5.63, -0.33, -2.25], [-5.56, 0.72, -2.72], [-5.94, -1.59, -0.58], [-6.51, -2.24, -2.11], [-4.79, -2.20, -1.76], [-5.45, 6.88, -1.82], [-4.81, 5.73, -1.20], [-4.30, 4.83, -0.72], [-6.41, 6.61, -2.25], [-5.63, 7.67, -1.09], [-4.83, 7.30, -2.61], [-7.07, -2.61, -5.69], [-7.64, -2.90, -4.38], [-8.09, -3.13, -3.35], [-5.98, -2.51, -5.63], [-7.29, -3.39, -6.41], [-7.46, -1.68, -6.09], [-8.12, 0.39, -8.98], [-7.87, -1.04, -8.81], [-7.67, -2.16, -8.68], [-9.18, 0.61, -8.90], [-7.59, 0.97, -8.23], [-7.78, 0.73, -9.96], [6.14, -4.54, -0.47], [5.57, -3.54, -1.35], [5.12, -2.74, -2.04], [5.51, -4.69, 0.41], [6.23, -5.50, -0.97], [7.13, -4.24, -0.12]], "smiles": "CS(=O)(=O)[C@H]1CC(=O)O[C@H]1CCc1ccccc1.CC#N.CC#N.CC#N.CC#N.CC#N.CC#N.CC#N.CC#N.CC#N", "multiplicity": 1, "e_lumo_ev": 0.338, "orbital_gap_ev": 9.56, "e_homo_ev": -9.2, "fmax_ev_per_a": 2.528}

[2]
{"formula": "C31H44AsCdN3O3SSe3", "method": "wB97M-V/def2-TZVPD", "symbols": ["Cd", "O", "C", "C", "C", "O", "C", "Se", "C", "Se", "H", "H", "H", "H", "H", "H", "H", "H", "H", "H", "C", "C", "C", "C", "C", "C", "C", "C", "C", "S", "C", "N", "H", "H", "H", "H", "H", "H", "H", "H", "C", "N", "C", "Se", "N", "C", "C", "C", "C", "C", "C", "H", "H", "H", "H", "H", "H", "H", "H", "C", "C", "O", "H", "H", "H", "C", "C", "As", "C", "C", "C", "C", "H", "H", "H", "H", "H", "H", "H", "H", "H", "H", "H", "H", "H", "H", "H"], "xyz": [[0.34, 0.23, 0.43], [5.02, 0.39, 1.98], [3.90, 1.09, 2.46], [3.17, 0.37, 3.61], [4.02, 0.44, 4.90], [4.35, 1.73, 5.33], [2.99, -1.13, 3.34], [2.47, -1.67, 1.51], [1.77, 0.94, 3.81], [1.61, 2.88, 4.04], [4.67, -0.42, 1.57], [3.18, 1.27, 1.64], [4.26, 2.06, 2.81], [4.97, -0.07, 4.71], [3.49, -0.10, 5.70], [3.58, 2.30, 5.15], [2.24, -1.54, 4.01], [3.93, -1.65, 3.52], [1.31, 0.50, 4.69], [1.15, 0.69, 2.93], [-1.01, 1.03, -2.94], [-1.72, -0.21, -2.51], [-2.46, -0.94, -3.46], [-3.17, -2.03, -3.06], [-3.20, -2.39, -1.70], [-3.97, -3.47, -1.23], [-3.98, -3.75, 0.12], [-3.25, -2.98, 1.01], [-2.46, -1.91, 0.60], [-1.66, -1.00, 1.80], [-2.42, -1.60, -0.80], [-1.69, -0.56, -1.24], [-1.02, 1.13, -4.02], [0.02, 1.03, -2.58], [-1.50, 1.90, -2.50], [-2.45, -0.63, -4.49], [-3.74, -2.63, -3.77], [-4.54, -4.06, -1.93], [-4.58, -4.58, 0.49], [-3.28, -3.21, 2.07], [-4.80, 0.82, 1.48], [-3.72, 1.42, 2.21], [-2.66, 2.06, 1.66], [-2.64, 2.74, -0.02], [-1.74, 2.29, 2.61], [-2.19, 1.78, 3.80], [-1.66, 1.78, 5.08], [-2.43, 1.21, 6.08], [-3.68, 0.65, 5.82], [-4.21, 0.64, 4.55], [-3.45, 1.21, 3.54], [-4.79, 1.21, 0.47], [-5.75, 1.06, 1.96], [-4.66, -0.26, 1.45], [-0.83, 2.73, 2.48], [-0.70, 2.22, 5.27], [-2.04, 1.19, 7.09], [-4.24, 0.22, 6.64], [-5.17, 0.20, 4.35], [1.07, 3.48, 0.39], [1.15, 2.16, -0.33], [1.69, 2.12, -1.42], [1.73, 4.22, -0.07], [1.32, 3.39, 1.45], [0.04, 3.85, 0.31], [0.59, -2.63, -4.49], [1.58, -1.49, -4.30], [1.94, -1.13, -2.34], [2.78, -2.90, -1.93], [4.03, -3.27, -2.71], [3.62, -0.05, -2.48], [4.26, 0.13, -3.85], [0.29, -2.72, -5.54], [-0.31, -2.45, -3.89], [1.02, -3.58, -4.18], [1.15, -0.57, -4.71], [2.50, -1.71, -4.84], [2.01, -3.66, -2.06], [3.01, -2.87, -0.86], [3.83, -3.32, -3.78], [4.40, -4.25, -2.40], [4.82, -2.55, -2.53], [4.33, -0.49, -1.77], [3.36, 0.93, -2.09], [4.60, -0.81, -4.27], [5.12, 0.79, -3.77], [3.55, 0.59, -4.54]], "multiplicity": 1, "e_above_lowest_kcal_mol": 0.0, "e_lumo_ev": 4.119, "orbital_gap_ev": 5.57, "e_homo_ev": -1.4, "fmax_ev_per_a": 1.141, "total_charge": -2}

[3]
{"formula": "C31H44BCa2Cl2CsF2LiN3O14P", "method": "wB97M-V/def2-TZVPD", "symbols": ["C", "C", "C", "C", "N", "C", "C", "C", "C", "C", "C", "C", "C", "C", "C", "N", "C", "C", "C", "C", "O", "C", "O", "C", "C", "N", "C", "C", "C", "C", "C", "O", "H", "H", "H", "H", "H", "H", "H", "H", "H", "H", "H", "H", "H", "H", "H", "H", "H", "H", "H", "H", "H", "H", "H", "H", "H", "H", "H", "H", "H", "H", "H", "H", "H", "O", "P", "O", "O", "O", "Ca", "C", "O", "H", "H", "H", "H", "Cs", "Li", "B", "O", "C", "O", "C", "O", "O", "F", "F", "C", "Cl", "Cl", "H", "H", "O", "H", "H", "C", "O", "H", "H", "H", "Ca"], "xyz": [[3.96, -1.73, 2.51], [3.28, -1.21, 1.52], [2.13, -0.78, 0.48], [2.06, -1.41, -0.97], [3.04, -2.45, -1.47], [2.17, -3.69, -1.66], [2.88, -5.04, -1.09], [3.37, -4.91, 0.45], [2.56, -5.87, 1.48], [0.90, -1.04, -2.01], [-0.17, 0.00, -1.50], [-0.08, 0.66, -0.04], [1.07, 0.29, 0.99], [1.17, 0.97, 2.49], [2.12, 2.30, 2.29], [3.55, 2.01, 2.63], [4.05, 2.81, 3.78], [4.74, 1.74, 4.85], [4.46, 2.12, 1.45], [4.46, 3.28, 0.34], [5.36, 1.22, 1.33], [-1.27, 1.70, 0.34], [-1.08, 2.75, 1.03], [-2.73, 1.30, -0.28], [-4.00, 1.57, 0.67], [-5.15, 2.26, 0.01], [-6.32, 1.30, 0.21], [-2.81, 0.70, -1.60], [-4.20, 0.25, -2.26], [-5.06, 1.12, -3.06], [-1.43, 0.44, -2.43], [-1.35, 0.57, -3.69], [4.47, -2.04, 3.49], [3.30, -2.17, -2.44], [1.16, -3.61, -1.07], [1.84, -3.81, -2.77], [2.03, -5.84, -1.08], [3.70, -5.45, -1.78], [4.50, -5.19, 0.45], [3.18, -3.83, 0.78], [1.43, -5.94, 1.22], [3.07, -6.91, 1.53], [2.63, -5.40, 2.52], [0.81, -1.52, -3.05], [0.12, 1.36, 2.74], [1.61, 0.24, 3.29], [1.94, 2.63, 1.20], [1.63, 3.11, 2.96], [3.26, 3.43, 4.33], [4.95, 3.49, 3.43], [4.42, 0.66, 4.66], [5.90, 1.81, 4.77], [4.48, 2.03, 5.95], [5.29, 4.04, 0.58], [3.43, 3.76, 0.15], [4.76, 2.77, -0.66], [-4.26, 0.57, 1.19], [-3.64, 2.28, 1.53], [-5.40, 3.06, 0.64], [-6.38, 1.05, 1.35], [-7.33, 1.77, -0.09], [-6.13, 0.28, -0.30], [-4.56, -0.84, -2.10], [-5.73, 1.92, -2.58], [-5.08, 0.92, -4.20], [3.94, -5.31, 4.65], [2.80, -4.69, 5.49], [1.94, -5.82, 6.09], [1.92, -3.80, 4.59], [3.40, -3.84, 6.62], [5.80, -5.75, 5.40], [-2.70, -1.36, -5.30], [-3.61, -2.45, -5.29], [-3.08, -0.58, -4.65], [-1.72, -1.70, -4.94], [-2.61, -0.97, -6.32], [-3.25, -3.13, -5.88], [1.29, -4.82, 7.59], [6.03, 3.55, 4.70], [-3.03, 4.13, -7.68], [-3.70, 2.89, -8.11], [-4.58, 2.57, -7.16], [-5.30, 1.60, -7.20], [-4.53, 3.56, -6.09], [-5.20, 3.56, -5.08], [-3.62, 4.49, -6.38], [-3.27, 5.18, -8.64], [-1.62, 3.91, -7.54], [-5.65, 6.30, 0.89], [-5.71, 4.82, 1.85], [-7.08, 6.46, -0.13], [-5.59, 7.15, 1.56], [-4.76, 6.27, 0.25], [7.97, 3.48, 7.42], [8.89, 3.22, 7.56], [7.55, 3.31, 8.27], [-3.65, -4.62, -2.70], [-2.69, -5.40, -2.22], [-3.35, -3.85, -3.44], [-4.47, -5.12, -3.25], [-4.21, -4.01, -1.98], [0.39, -1.08, 3.60]], "multiplicity": 1, "e_lumo_ev": -5.564, "orbital_gap_ev": 1.51, "e_homo_ev": -7.1, "fmax_ev_per_a": 17.144, "total_charge": 1}

[4]
{"formula": "C31H44BrMgN3P2", "method": "wB97M-V/def2-TZVPD", "symbols": ["N", "C", "C", "C", "C", "C", "C", "Mg", "P", "C", "C", "C", "C", "C", "C", "C", "Br", "H", "H", "H", "H", "H", "H", "H", "H", "H", "H", "P", "C", "C", "H", "H", "H", "H", "H", "C", "C", "H", "H", "H", "H", "H", "C", "C", "H", "H", "H", "H", "H", "C", "C", "H", "H", "H", "H", "H", "C", "C", "H", "H", "H", "H", "H", "C", "C", "H", "H", "H", "H", "H", "N", "C", "C", "C", "C", "N", "C", "C", "H", "H", "H", "H"], "xyz": [[-5.56, 4.10, -3.13], [-5.27, 4.52, -1.90], [-4.38, 3.85, -1.04], [-3.75, 2.64, -1.46], [-4.06, 2.24, -2.80], [-4.98, 2.98, -3.55], [-2.76, 1.94, -0.67], [-1.23, 0.63, 0.44], [3.84, -0.39, 0.59], [-1.86, 1.09, -1.44], [-0.54, 1.51, -1.99], [-0.30, 1.33, -3.38], [0.94, 1.62, -3.92], [1.94, 2.18, -3.13], [1.62, 2.59, -1.80], [0.45, 2.12, -1.19], [3.64, 2.27, -3.79], [-2.72, 2.14, 0.44], [-2.29, 0.30, -2.08], [-4.20, 4.27, -0.06], [-3.60, 1.37, -3.28], [-5.72, 5.46, -1.62], [-5.22, 2.65, -4.55], [-1.07, 0.89, -4.01], [0.31, 2.21, -0.09], [1.16, 1.36, -4.94], [2.33, 3.23, -1.25], [-0.69, -1.90, 0.11], [3.97, 1.39, 0.77], [5.31, 1.89, 0.19], [3.89, 1.63, 1.84], [3.11, 1.82, 0.24], [5.52, 2.91, 0.53], [6.15, 1.26, 0.52], [5.32, 1.90, -0.91], [3.22, -0.62, -1.10], [4.13, -1.63, -1.80], [3.24, 0.36, -1.61], [2.17, -0.95, -1.02], [3.85, -1.74, -2.86], [5.17, -1.29, -1.75], [4.07, -2.62, -1.32], [2.74, -1.03, 1.84], [3.59, -1.68, 2.96], [2.06, -1.76, 1.36], [2.15, -0.18, 2.20], [3.02, -2.46, 3.48], [4.50, -2.12, 2.54], [3.89, -0.92, 3.69], [-0.71, -3.32, 1.30], [-1.61, -4.54, 1.03], [-0.93, -2.90, 2.29], [0.34, -3.67, 1.33], [-2.66, -4.36, 1.28], [-1.58, -4.87, -0.02], [-1.25, -5.38, 1.63], [0.14, -2.80, -1.26], [-0.23, -2.41, -2.69], [-0.12, -3.85, -1.10], [1.23, -2.72, -1.11], [-1.28, -2.67, -2.91], [-0.10, -1.34, -2.90], [0.40, -2.97, -3.39], [-2.47, -2.02, -0.43], [-3.50, -1.55, 0.58], [-2.56, -3.09, -0.63], [-2.60, -1.50, -1.39], [-4.48, -1.53, 0.07], [-3.60, -2.27, 1.42], [-3.36, -0.53, 1.03], [-0.07, 0.69, 7.71], [-0.20, 0.69, 6.55], [-0.38, 0.64, 5.12], [-1.28, -0.30, 4.59], [-1.52, -0.31, 3.23], [-0.93, 0.61, 2.44], [0.05, 1.44, 2.90], [0.36, 1.46, 4.26], [-1.76, -1.06, 5.21], [-2.16, -1.07, 2.77], [0.56, 2.07, 2.16], [1.19, 2.06, 4.61]], "multiplicity": 1, "e_above_lowest_kcal_mol": 59.5, "e_lumo_ev": [-8.586, -8.585], "orbital_gap_ev": [3.43, 3.43], "e_homo_ev": [-12.0, -12.0], "fmax_ev_per_a": 3.079, "total_charge": 2}

[5]
{"formula": "C31H44ClN2O5PSSiTl", "method": "wB97M-V/def2-TZVPD", "symbols": ["Tl", "C", "C", "C", "C", "O", "Si", "S", "O", "C", "C", "C", "C", "O", "C", "C", "C", "C", "H", "H", "H", "H", "H", "H", "H", "H", "H", "H", "H", "H", "H", "H", "H", "H", "H", "H", "H", "H", "H", "H", "H", "H", "H", "H", "H", "Cl", "C", "C", "C", "C", "C", "C", "P", "C", "C", "C", "C", "C", "C", "C", "C", "C", "C", "C", "C", "H", "H", "H", "H", "H", "H", "H", "H", "H", "H", "H", "H", "H", "H", "N", "N", "C", "O", "O", "H", "H", "H"], "xyz": [[8.47, -18.53, -4.80], [7.28, -25.01, -4.56], [8.17, -24.01, -5.19], [7.52, -23.23, -6.36], [9.46, -24.67, -5.63], [8.68, -23.09, -4.13], [7.83, -22.26, -3.01], [8.76, -20.45, -2.67], [7.69, -23.03, -1.56], [8.66, -23.54, -0.58], [9.76, -24.37, -1.29], [7.77, -24.55, 0.24], [9.07, -22.34, 0.25], [6.28, -22.00, -3.52], [5.04, -21.60, -2.83], [5.40, -20.48, -1.80], [4.42, -22.81, -2.06], [4.10, -21.24, -3.95], [6.72, -25.63, -5.29], [6.44, -24.50, -3.97], [7.79, -25.70, -3.85], [7.20, -23.91, -7.12], [8.33, -22.60, -6.73], [6.59, -22.70, -6.10], [9.22, -25.29, -6.51], [9.90, -25.30, -4.87], [10.18, -23.93, -5.86], [9.31, -25.29, -1.75], [10.57, -24.70, -0.54], [10.21, -23.78, -2.13], [8.32, -25.40, 0.54], [6.92, -24.95, -0.36], [7.40, -23.99, 1.11], [9.72, -21.67, -0.33], [9.54, -22.49, 1.20], [8.15, -21.77, 0.37], [6.04, -20.90, -1.06], [4.46, -20.11, -1.43], [5.95, -19.74, -2.36], [4.95, -23.08, -1.17], [4.40, -23.66, -2.71], [3.38, -22.58, -1.80], [4.55, -20.57, -4.68], [3.20, -20.73, -3.58], [3.85, -22.17, -4.43], [11.18, -14.58, -5.69], [10.24, -13.20, -5.17], [10.70, -11.98, -5.73], [10.14, -10.79, -5.38], [8.93, -10.75, -4.67], [8.38, -11.95, -4.20], [9.04, -13.16, -4.41], [8.48, -14.60, -3.45], [8.80, -13.92, -1.80], [10.14, -13.63, -1.52], [10.50, -13.05, -0.30], [9.50, -12.81, 0.63], [8.14, -12.98, 0.29], [7.79, -13.46, -0.94], [6.68, -14.69, -3.59], [6.14, -14.29, -4.82], [4.76, -14.26, -5.00], [3.93, -14.63, -3.93], [4.47, -15.05, -2.78], [5.84, -15.23, -2.59], [11.56, -11.99, -6.41], [10.69, -9.84, -5.51], [8.38, -9.85, -4.41], [7.37, -11.99, -3.71], [10.95, -13.76, -2.28], [11.54, -12.83, -0.06], [9.71, -12.51, 1.63], [7.35, -12.80, 1.02], [6.76, -13.42, -1.37], [6.82, -14.06, -5.64], [4.35, -13.98, -5.98], [2.81, -14.54, -3.93], [3.84, -15.32, -1.95], [6.27, -15.78, -1.71], [11.41, -18.94, -4.85], [11.46, -20.38, -4.85], [10.53, -20.82, -5.95], [10.83, -21.99, -6.13], [9.63, -20.09, -6.48], [11.47, -18.55, -5.80], [12.25, -18.66, -4.41], [10.87, -20.61, -4.04]], "multiplicity": 1, "e_above_lowest_kcal_mol": 0.0, "e_lumo_ev": 2.086, "orbital_gap_ev": 6.43, "e_homo_ev": -4.3, "fmax_ev_per_a": 3.299, "total_charge": -1}